The following is a DFT calculation (ωB97M-V with the def2-TZVPD basis set) of a 6-piece molecular cluster, C34H38NO2P overall.

- HOMO-LUMO gap: 9.639 eV
- LUMO energy: 0.496 eV
- Structure (SMILES): CC(=O)N(P)C(C)=O.c1ccccc1.c1ccccc1.c1ccccc1.c1ccccc1.c1ccccc1
- Charge: 0
- Strongest force on any atom: 0.8 eV Å⁻¹

Each line ends with the Löwdin charge.
Positions of all 76 atoms, in Å:
O  -3.06907  -2.00440  5.40646  0.103
C  -1.21218  -0.29168  2.19175  -0.087
H  -2.96666  -0.72884  3.34474  0.078
H  -7.16705  -2.88032  7.79505  0.087
H  0.99212  -6.29404  -7.11840  0.099
C  0.67424  -4.74215  -5.67316  -0.096
C  1.90382  0.77859  -2.21541  -0.093
C  6.75926  4.01421  -0.02542  -0.097
C  -1.38507  5.24532  -1.89752  -0.100
H  -2.06336  4.44136  -0.02748  0.101
H  -0.70457  3.42226  -4.66803  0.101
C  -1.76828  4.21949  -1.04476  -0.091
H  0.96939  -3.94735  -6.34610  0.101
C  3.80877  0.85276  -3.68004  -0.091
C  6.54682  6.33254  -0.62395  -0.099
H  -1.58743  -3.53320  6.84505  0.085
H  4.16614  -0.91363  -4.84318  0.101
H  3.21496  2.46525  -2.39672  0.088
H  -0.39879  -5.22691  -2.49940  0.101
C  -0.09379  -5.46118  -3.51093  -0.093
C  -1.46850  -0.40216  -0.19458  -0.124
O  -6.22840  -0.98725  6.25498  0.073
H  8.36980  5.42781  0.05192  0.099
H  4.97558  2.83539  -0.19504  0.097
C  0.68792  -6.06032  -6.10661  -0.098
C  0.28109  -4.44350  -4.37645  -0.101
C  7.32367  5.27282  -0.17743  -0.099
C  -0.67125  -0.17746  0.91872  -0.093
C  1.62217  -0.50973  -2.64790  -0.092
C  -1.00573  3.64674  -3.65310  -0.096
H  1.27022  1.25474  -1.47691  0.092
C  4.64087  4.87580  -0.76538  -0.101
H  -3.15832  -4.12007  7.49177  0.086
H  -0.59199  -0.11303  3.06065  0.101
H  0.26412  -3.41495  -4.03986  0.085
H  6.98684  7.31421  -0.74095  0.099
H  -2.06687  2.10632  -0.83293  0.082
C  3.53034  -0.43785  -4.10802  -0.093
H  -1.39868  1.59843  -3.15342  0.098
H  -2.28253  -2.86827  8.33523  0.086
H  -1.38372  6.26901  -1.54614  0.098
H  -4.38248  -1.13255  1.36326  0.102
H  2.21934  -2.12494  -3.92579  0.083
C  2.99630  1.45965  -2.73258  -0.089
C  5.41710  3.81628  -0.31684  -0.100
C  -5.58865  -1.74766  6.93863  -0.541
H  -2.46349  0.10437  7.45023  -0.094
H  7.36540  3.18721  0.32052  0.100
N  -4.23269  -1.49646  7.35135  -0.294
H  -0.36719  -7.57399  -3.26907  0.100
P  -3.86806  0.22063  7.49085  0.899
H  4.65911  1.38638  -4.08425  0.102
H  -6.14025  -3.78703  6.65593  0.091
C  -1.77214  2.90701  -1.49690  -0.091
C  -3.25425  -2.22918  6.57732  -0.539
C  -2.80421  -0.74420  -0.03616  -0.097
H  4.60110  6.95868  -1.27334  0.100
H  3.59366  4.72202  -0.99374  0.096
C  2.43617  -1.11832  -3.59266  -0.091
C  -6.15902  -3.04528  7.44485  0.006
H  0.37117  0.08809  0.79364  0.097
H  -3.94453  0.27547  8.90322  -0.110
C  -1.00138  4.95877  -3.20082  -0.100
C  5.20601  6.13357  -0.92082  -0.097
C  -2.50158  -3.26804  7.35182  0.008
H  -0.69739  5.75840  -3.86380  0.098
C  -0.07736  -6.77934  -3.94392  -0.097
H  0.76896  -1.04253  -2.24697  0.083
C  -2.54749  -0.63565  2.35345  -0.085
C  -1.39520  2.62262  -2.80131  -0.101
H  -1.04861  -0.30769  -1.18835  0.076
C  0.31106  -7.07841  -5.24229  -0.098
C  -3.34203  -0.86287  1.23805  -0.086
H  -3.42613  -0.91534  -0.90566  0.102
H  0.31992  -8.10611  -5.58096  0.099
H  -5.56702  -3.41830  8.27203  0.074

The following is a DFT calculation (ωB97M-V with the def2-TZVPD basis set) of C34H39BeN5O3P2S as an isolated structure in a non-equilibrium geometry.

- HOMO-LUMO gap: 8.112 eV
- LUMO energy: -0.352 eV
- ΔE to the lowest compared entry with this formula, charge and spin: 35.65 kcal per mole
- Charge: 0
- Strongest force on any atom: 2.8 eV Å⁻¹

Each line ends with the Löwdin charge.
Positions of all 85 atoms, in Å:
C  -1.99886  0.98167  -6.02841  -0.115
C  3.90717  -3.56435  -0.80713  -0.084
N  0.15463  0.42098  1.74474  -0.016
C  -1.33976  -0.67485  3.34637  -0.235
H  2.04630  2.16958  -2.27652  0.065
H  -2.32691  -1.02579  -5.51405  0.095
H  5.64639  1.00380  -4.40072  0.094
C  2.74102  -3.15494  -1.43460  -0.140
C  -2.89175  -2.72622  -1.32741  -0.193
C  -1.62227  -0.30192  -5.94796  -0.147
N  -3.23781  -1.54310  -2.01801  -0.168
H  -1.19326  -2.69353  -2.83739  0.065
C  -5.13503  -2.75146  -1.59988  -0.072
H  -3.64077  -2.48653  5.07501  0.105
C  -4.05295  1.14449  -3.67539  -0.166
H  -1.23677  2.31445  -2.44458  0.049
C  -2.06121  -1.12822  4.44467  -0.029
H  1.06021  -1.49095  -4.32665  0.066
H  1.56803  -0.91857  -7.11404  0.110
C  -0.15486  2.65092  -5.76791  -0.175
C  0.16868  1.98464  -0.61994  -0.206
H  -1.83259  -0.70640  5.42144  0.122
H  1.00232  1.71019  0.03827  -0.004
Be  -0.26896  0.42742  -1.37567  -0.092
C  -1.50034  -1.19066  2.07234  -0.113
H  3.70660  -0.29842  -0.14889  0.117
N  -2.77703  0.93201  -3.12308  -0.219
O  0.93912  0.26173  4.23890  -0.292
C  1.25255  0.57369  -5.68048  -0.114
C  0.68546  1.63057  -5.08140  -0.100
H  -1.86678  -2.96169  -1.09998  0.102
C  3.98967  2.11987  -3.38217  -0.073
C  -3.25716  -2.62063  2.94474  -0.061
H  -5.19784  2.98584  -4.15045  0.102
H  -6.16896  -3.06978  -1.56235  0.097
C  2.85191  1.64683  -2.75161  -0.157
H  -0.31195  -1.93897  -6.34463  0.099
O  -0.84243  1.88948  3.65524  -0.290
H  0.44367  2.84608  -1.24536  -0.015
C  -2.47179  -2.17632  1.87743  -0.001
H  -0.83781  1.79029  -7.65014  0.109
C  3.64780  -1.33314  -0.45127  -0.116
C  3.96288  -0.14750  -3.53691  -0.142
H  4.31007  -4.56388  -0.83018  0.092
H  0.99972  -2.79327  -3.15562  0.063
C  0.79442  -0.15893  -6.90392  -0.192
H  4.27575  3.15645  -3.47830  0.097
H  4.15058  -1.18310  -3.73505  0.108
H  -5.16322  -0.83603  -2.73332  0.073
C  -4.63303  -1.59385  -2.18645  -0.105
H  -2.95102  4.25223  -3.29339  0.104
H  1.01711  1.94881  -4.09545  0.070
N  2.57212  -1.77688  -1.24404  -0.210
H  -4.03773  -3.36496  2.76967  0.105
C  -1.26466  2.09681  -6.67982  -0.173
P  -1.92982  -0.45004  -2.50294  1.182
H  -4.66405  0.33614  -4.04528  0.097
C  4.70207  0.98160  -3.87700  -0.077
C  0.67909  -1.75923  -3.33391  -0.297
C  4.48081  -2.40608  -0.18296  -0.079
H  -1.23032  -1.84283  -4.36544  0.032
H  0.48071  3.32252  -6.37144  0.127
H  -3.02023  1.25606  -5.76628  0.087
C  -0.61744  -0.44498  1.12945  -0.389
C  -0.53307  -0.94432  -6.77182  -0.177
H  -4.07238  -4.40056  -0.49057  0.107
H  -0.89182  -1.09684  -7.81026  0.125
H  -1.99650  2.91382  -6.82424  0.118
H  -0.63754  2.30974  0.05484  0.017
H  2.01576  -3.73657  -1.97657  0.086
C  -2.19140  2.21574  -2.94916  -0.131
H  -2.58375  -2.55345  0.86763  0.066
H  -0.61762  3.26970  -4.98994  0.093
S  -0.16482  0.63987  3.39811  0.678
C  -4.02389  -3.46926  -1.05020  -0.086
P  1.50384  -0.68034  -2.11646  1.157
H  2.25996  0.24124  -5.38367  0.092
C  -4.30152  2.50956  -3.76958  -0.072
N  2.81693  0.24358  -2.83494  -0.222
O  -0.57493  -0.61440  -0.18067  -0.204
H  5.41667  -2.37232  0.35680  0.096
H  0.75311  0.47671  -7.80036  0.106
C  -3.11874  3.18132  -3.31728  -0.067
C  -3.03957  -2.11981  4.24151  -0.059
C  -0.87868  -1.76998  -3.33601  -0.300